Record 1
A structure of composition C34H45Br3N2O3SSiV. Source: the Open Molecules 2025 dataset; level of theory: ωB97M-V with the def2-TZVPD basis set.

```
90
Properties=species:S:1:pos:R:3:forces:R:3:lowdin_charge:R:1
V -0.138 -0.770 0.039 -0.0960 0.0986 -0.7263 0.47
C 0.624 -3.876 4.636 -0.0030 0.0008 0.0263 -0.02
C 0.016 -2.663 3.994 0.0153 -0.0118 -0.0143 -0.21
C -0.649 -1.684 4.728 -0.0105 0.0208 0.0035 0.04
C -1.192 -0.569 4.106 -0.0283 -0.0719 -0.0379 -0.03
C -1.056 -0.482 2.741 0.0193 0.0188 0.0856 -0.71
Br -1.672 0.980 1.731 -0.0363 0.1339 -0.0220 0.97
N -0.424 -1.400 2.008 0.0012 -0.0056 0.0461 -0.14
C 0.107 -2.467 2.625 -0.0200 0.0035 -0.0338 -0.05
H 0.506 -3.844 5.716 0.0023 -0.0010 -0.0004 0.09
H 1.689 -3.942 4.414 0.0000 -0.0071 -0.0096 0.10
H 0.148 -4.788 4.274 0.0031 0.0000 -0.0087 0.10
H -0.739 -1.789 5.802 0.0058 -0.0053 0.0009 0.14
H -1.704 0.203 4.662 -0.0069 0.0023 -0.0035 0.13
H 0.625 -3.174 1.987 0.0130 -0.0132 0.0296 0.13
Br -3.233 -1.870 0.439 0.0009 -0.0078 0.0453 0.91
C -3.678 -1.023 -1.199 0.0205 0.0148 -0.0326 -0.56
C -4.972 -1.055 -1.628 -0.0151 0.0115 -0.0232 -0.09
C -5.293 -0.496 -2.881 -0.0037 -0.0181 0.0202 -0.04
C -4.312 0.033 -3.669 0.0304 0.0051 0.0147 0.00
C -2.968 0.062 -3.230 -0.0189 0.0093 -0.0530 -0.14
C -1.937 0.561 -4.071 -0.0074 -0.0017 0.0151 0.01
C -0.637 0.588 -3.665 0.0200 0.0054 0.0220 -0.04
C -0.317 0.152 -2.359 0.0330 0.0180 0.0969 -0.13
C -1.280 -0.348 -1.521 -0.0619 -0.0498 0.2820 -0.20
C -2.634 -0.443 -1.948 0.0091 -0.0155 0.0128 -0.21
H -5.741 -1.514 -1.024 0.0025 0.0014 0.0059 0.11
H -6.320 -0.515 -3.218 -0.0001 0.0004 -0.0014 0.12
H -4.549 0.435 -4.646 -0.0042 -0.0017 -0.0031 0.13
H -2.209 0.919 -5.057 0.0030 0.0001 -0.0028 0.13
H 0.146 0.965 -4.309 0.0063 0.0048 0.0020 0.12
H 0.726 0.246 -2.052 0.0115 -0.0125 -0.0061 0.03
C -1.159 -5.832 -1.027 0.0045 -0.0188 -0.0050 -0.01
C -0.108 -4.782 -1.239 0.0324 0.0146 -0.0167 -0.22
C 1.031 -4.996 -2.011 -0.0282 -0.0219 0.0131 0.03
C 1.955 -3.984 -2.179 -0.0129 0.0388 0.0165 -0.07
C 1.733 -2.754 -1.580 -0.0001 -0.1083 -0.0268 -0.67
Br 2.993 -1.406 -1.892 -0.0708 -0.1071 -0.0083 0.95
N 0.656 -2.522 -0.816 -0.0454 -0.0312 0.0509 -0.05
C -0.233 -3.532 -0.668 0.0758 -0.0206 0.0753 -0.10
H -0.915 -6.739 -1.575 -0.0051 -0.0013 0.0028 0.09
H -2.133 -5.481 -1.370 -0.0033 0.0032 0.0087 0.10
H -1.248 -6.090 0.028 -0.0084 0.0003 0.0022 0.10
H 1.194 -5.955 -2.486 -0.0032 -0.0025 0.0016 0.14
H 2.842 -4.129 -2.778 0.0014 0.0082 -0.0036 0.12
H -1.098 -3.307 -0.057 -0.0156 -0.0254 0.0009 0.05
C -0.297 5.268 -0.270 0.0048 0.0516 -0.0081 -0.02
C -0.806 3.991 -0.912 0.0409 -0.0217 0.0427 -0.60
C -2.261 3.735 -0.561 -0.0163 0.0020 0.0657 -0.03
C -0.611 4.023 -2.417 -0.0234 0.0384 -0.0278 0.00
O -0.069 2.854 -0.347 -0.0579 -0.1077 0.0242 -0.18
Si 1.498 2.490 -0.305 -0.0031 -0.0568 0.0248 -0.03
S 1.544 0.432 0.601 0.0278 0.0486 0.1049 0.55
O 2.460 3.299 0.669 0.1258 0.2006 -0.1609 -0.14
C 2.584 3.813 2.024 -0.0500 -0.1438 0.0136 -0.61
C 2.709 5.321 1.920 0.0130 0.0794 0.0555 -0.01
C 1.359 3.406 2.828 -0.0202 0.0067 0.0229 -0.03
C 3.849 3.191 2.593 -0.0066 0.0008 0.0179 -0.01
O 2.108 2.313 -1.780 0.0655 -0.0280 -0.0151 -0.15
C 3.425 2.583 -2.363 -0.0612 0.0390 0.0040 -0.60
C 3.329 2.078 -3.791 -0.0272 -0.0008 -0.0336 -0.02
C 4.492 1.835 -1.583 0.0143 -0.0437 -0.0175 -0.02
C 3.662 4.084 -2.326 0.0549 0.0287 0.0428 -0.01
H -0.841 6.126 -0.667 -0.0117 -0.0020 0.0052 0.11
H 0.763 5.417 -0.489 -0.0190 -0.0098 -0.0118 0.09
H -0.435 5.247 0.811 -0.0098 -0.0089 -0.0176 0.09
H -2.887 4.552 -0.918 0.0104 -0.0121 -0.0463 0.10
H -2.390 3.678 0.521 0.0169 -0.0129 0.0135 0.07
H -2.611 2.807 -1.019 0.0122 -0.0110 0.0028 0.08
H -1.218 4.822 -2.845 0.0042 -0.0007 0.0134 0.11
H -0.921 3.081 -2.863 -0.0150 -0.0365 -0.0123 0.07
H 0.429 4.210 -2.680 0.0398 -0.0039 0.0022 0.08
H 1.789 5.774 1.550 0.0449 -0.0373 0.0128 0.07
H 3.529 5.590 1.254 0.0033 -0.0088 -0.0014 0.10
H 2.921 5.739 2.904 -0.0027 0.0127 0.0011 0.10
H 0.446 3.790 2.369 0.0135 -0.0117 0.0080 0.07
H 1.426 3.807 3.840 0.0098 0.0024 0.0002 0.10
H 1.291 2.317 2.898 -0.0042 0.0010 0.0058 0.06
H 4.717 3.477 1.998 -0.0055 0.0058 -0.0136 0.09
H 3.771 2.103 2.597 -0.0044 -0.0071 0.0017 0.08
H 4.010 3.530 3.616 -0.0074 0.0043 -0.0013 0.10
H 3.123 1.006 -3.810 -0.0010 -0.0092 0.0041 0.06
H 4.265 2.255 -4.322 0.0080 0.0084 0.0089 0.10
H 2.530 2.596 -4.323 0.0095 0.0084 0.0015 0.09
H 4.282 0.763 -1.564 0.0742 0.1804 0.0205 0.00
H 4.557 2.195 -0.557 -0.0129 0.0188 0.0640 0.08
H 5.466 1.976 -2.053 -0.0071 0.0109 -0.0028 0.11
H 2.887 4.611 -2.882 -0.0246 -0.0004 -0.0071 0.09
H 4.623 4.321 -2.783 0.0013 -0.0090 -0.0146 0.10
H 3.678 4.449 -1.298 -0.0097 -0.0196 -0.0342 0.08
```
Positions in Å, forces in eV/Å.

Values from the calculation:
Frontier orbital gap (spin up / spin down), eV: 5.9 / 7.1
E_LUMO (spin up / spin down), eV: -7.4983 / -6.4492
Multiplicity: 2
E_HOMO (spin up / spin down), eV: -13.416 / -13.558
Charge: +2
Total energy, Ha: -11011.2588

=====

Record 2
A structure of composition C34H45F4N5O2STi. Source: the Open Molecules 2025 dataset; level of theory: ωB97M-V with the def2-TZVPD basis set.

```
92
Properties=species:S:1:pos:R:3:forces:R:3:lowdin_charge:R:1
Ti -0.370 0.540 0.087 -0.1372 0.2210 -0.4519 0.87
C -2.965 -4.173 3.450 -0.0587 0.0339 0.0283 -0.09
C -1.794 -3.638 2.639 0.0420 -0.0086 -0.0657 -0.25
N -1.573 -2.218 2.844 -0.0580 0.0649 0.2140 -0.16
C -0.170 -1.835 2.872 0.1144 0.0520 -0.2346 -0.26
C 0.491 -2.142 4.209 -0.0448 -0.0291 0.0492 -0.08
C -2.462 -1.341 2.095 -0.2130 -0.0849 0.1513 -0.18
C -2.525 -1.549 0.588 0.0195 0.0480 -0.1379 -0.21
N -1.193 -1.396 0.018 0.0736 -0.4446 -0.4434 -0.07
C -0.670 -2.346 -0.789 -0.0742 0.3656 0.3348 -0.21
C 0.722 -2.291 -1.024 0.1402 -0.0631 0.0508 -0.17
F 1.404 -1.333 -0.341 0.0345 -0.0195 -0.0332 0.02
C 1.410 -3.135 -1.854 0.0824 0.0681 0.0242 -0.23
F 2.751 -2.963 -1.983 -0.1145 -0.0439 -0.0132 0.06
C 0.772 -4.154 -2.541 0.0901 0.0179 -0.0352 0.03
C -0.586 -4.250 -2.321 -0.2813 0.0104 0.0477 -0.23
F -1.293 -5.195 -2.976 0.1129 0.0372 0.0199 0.07
C -1.290 -3.402 -1.486 -0.1418 -0.1708 -0.1479 -0.18
F -2.635 -3.566 -1.453 0.0926 -0.0050 -0.0078 0.06
H -3.066 -5.253 3.330 0.0111 -0.0132 -0.0225 0.07
H -3.905 -3.717 3.134 0.0052 0.0166 0.0028 0.06
H -2.822 -3.947 4.508 0.0036 -0.0124 -0.0046 0.07
H -1.953 -3.875 1.577 0.0587 -0.0317 -0.0226 0.10
H -0.881 -4.166 2.925 -0.0341 0.0050 0.0641 0.11
H -0.103 -0.759 2.678 -0.0022 -0.1244 0.0869 0.09
H 0.396 -2.324 2.064 0.0278 0.0722 0.0216 0.11
H 1.486 -1.696 4.250 0.0297 -0.0105 -0.0081 0.07
H 0.598 -3.218 4.369 -0.0212 -0.0029 0.0127 0.06
H -0.111 -1.739 5.024 0.0218 0.0336 0.0112 0.07
H -2.175 -0.307 2.308 0.0280 -0.0391 -0.0302 0.09
H -3.485 -1.453 2.480 0.0287 0.0218 0.0544 0.12
H -3.206 -0.790 0.190 -0.0117 -0.0167 -0.0709 0.10
H -2.969 -2.515 0.359 0.0445 0.0029 0.0483 0.10
H 1.289 -4.814 -3.220 0.0216 -0.0108 0.0194 0.12
C -6.157 3.398 3.485 -0.0030 0.0087 0.0075 -0.06
C -4.678 3.182 3.298 -0.0140 0.0111 -0.0489 -0.27
C -4.002 2.222 4.037 -0.0055 -0.0297 0.0385 -0.02
C -2.644 1.981 3.855 -0.0283 0.0080 -0.0121 -0.20
C -1.949 0.954 4.713 -0.0350 -0.0110 0.0335 -0.03
C -1.960 2.715 2.887 -0.1245 -0.0273 0.0696 -0.07
C -2.606 3.706 2.150 -0.0437 0.0520 -0.0023 -0.21
C -1.836 4.543 1.165 -0.0132 -0.0097 -0.0438 -0.03
C -3.959 3.925 2.368 -0.0104 0.0006 -0.0015 -0.01
C -0.508 2.430 2.630 0.1623 -0.1024 -0.0983 -0.58
O 0.362 2.913 3.322 0.0409 0.0396 0.0054 0.10
O -0.297 1.618 1.628 0.1282 0.2431 0.6361 -0.18
H -6.724 2.512 3.192 0.0096 -0.0055 -0.0008 0.08
H -6.511 4.234 2.881 0.0087 0.0043 -0.0032 0.07
H -6.402 3.611 4.528 0.0125 -0.0068 0.0120 0.07
H -4.543 1.638 4.776 -0.0055 -0.0017 -0.0014 0.12
H -2.480 0.001 4.698 -0.0080 -0.0058 -0.0075 0.08
H -1.904 1.297 5.749 -0.0049 0.0083 0.0002 0.09
H -0.925 0.771 4.394 0.0327 0.0029 -0.0370 0.07
H -1.218 3.920 0.519 0.0142 -0.0379 -0.0173 0.07
H -1.174 5.236 1.688 0.0044 -0.0116 0.0017 0.09
H -2.510 5.120 0.531 -0.0133 0.0010 0.0185 0.08
H -4.469 4.687 1.787 -0.0025 -0.0018 0.0002 0.11
C 5.859 -0.319 0.181 0.0143 -0.0031 0.0009 -0.10
C 4.503 -0.140 -0.500 -0.1272 0.0766 0.0501 -0.22
C 3.489 0.412 0.404 0.0247 -0.1180 -0.2218 -0.22
N 2.644 0.799 1.076 0.1161 0.0323 0.1795 0.20
H 6.543 -0.844 -0.486 0.0133 0.0161 -0.0050 0.07
H 5.758 -0.899 1.097 -0.0006 -0.0241 -0.0139 0.08
H 6.297 0.644 0.439 -0.0070 0.0025 0.0133 0.07
H 4.115 -1.090 -0.872 -0.0050 -0.0033 0.0421 0.10
H 4.577 0.528 -1.359 0.0262 0.0022 -0.0035 0.12
C -2.180 1.407 -0.660 -0.2948 0.1249 0.0535 -0.24
H -2.565 0.728 -1.434 0.0378 -0.0238 0.0078 -0.04
H -2.025 2.381 -1.142 0.0395 0.0250 0.0184 -0.02
H -2.980 1.537 0.086 0.0682 -0.0118 -0.0450 -0.01
C 0.705 1.281 -1.631 0.2285 -0.0989 -0.2718 -0.24
H 1.103 2.274 -1.380 -0.0493 -0.0026 0.0911 -0.02
H 0.052 1.408 -2.503 -0.0210 0.0550 0.0370 -0.05
H 1.570 0.671 -1.944 -0.0146 0.0485 0.0339 -0.04
N 0.679 -0.333 -4.530 0.0535 -0.1617 -0.1464 0.07
C -0.650 -0.006 -4.631 0.3254 0.2276 -0.0973 -0.91
S -1.823 -0.849 -3.862 -0.2995 -0.2705 0.0528 0.75
N -0.833 1.068 -5.464 -0.1381 0.0074 0.0724 0.05
C -1.998 1.847 -5.629 0.2486 -0.1676 -0.0409 -0.26
C -2.840 2.147 -4.566 -0.1354 0.0804 0.0760 -0.04
C -3.938 2.964 -4.786 0.0412 -0.0318 0.0056 -0.07
C -4.199 3.495 -6.043 -0.0025 -0.0071 0.0312 -0.11
C -3.343 3.206 -7.094 0.0790 -0.0731 0.0268 -0.10
C -2.248 2.378 -6.887 -0.1337 0.1105 -0.1298 -0.04
H 0.857 -1.030 -3.822 -0.0376 -0.0292 0.0055 0.06
H 1.312 0.453 -4.478 -0.0192 0.0180 0.0602 0.09
H -0.105 1.214 -6.146 -0.0010 0.0617 0.0845 0.14
H -2.639 1.751 -3.580 0.0045 0.0438 -0.0260 0.07
H -4.590 3.190 -3.952 -0.0128 0.0136 -0.0014 0.11
H -5.060 4.132 -6.200 -0.0050 0.0076 0.0059 0.09
H -3.526 3.612 -8.081 -0.0087 0.0097 -0.0025 0.09
H -1.584 2.136 -7.710 0.0003 -0.0054 -0.0040 0.11
```
Positions in Å, forces in eV/Å.

Values from the calculation:
Frontier orbital gap (spin up / spin down), eV: 6.0 / 7.2
E_LUMO (spin up / spin down), eV: 2.4258 / 2.4269
Multiplicity: 2
E_HOMO (spin up / spin down), eV: -3.585 / -4.730
Charge: -1
Total energy, Ha: -3394.0398

=====

The calculation returns the following energy relative to the best compared isomer or geometry (same formula, charge and spin) values, one per record and in order: 0.0; 10.5 kcal per mole.